Entry 1:
Molecular formula: C28H64FN10O14P2
Method: DFT, the ωB97M-V functional and the def2-TZVPD basis

Geometry (Å):
N: -4.26628 -2.85941 2.82085
P: -4.69324 -4.33062 2.08504
O: -5.93667 -3.82073 1.09336
N: -3.47784 -4.77458 0.91795
C: -2.36017 -3.91830 0.51318
C: -2.85697 -2.66199 -0.26373
C: -1.92185 -1.50349 -0.42968
O: -0.93693 -1.41058 -1.07253
F: -2.34182 -0.38659 0.25897
C: -1.55189 -4.79419 -0.56039
O: -2.13578 -5.80843 -0.98430
O: -0.41888 -4.37543 -0.88926
P: -1.20312 -3.55231 1.93440
O: 0.16055 -2.98713 1.28052
O: -0.97467 -5.07948 2.46392
H: -3.79676 -2.17306 2.23525
H: -3.61456 -3.05519 3.57439
H: -5.90056 -2.85948 1.00164
H: -3.98513 -5.02216 0.07125
H: -3.78864 -2.26770 0.13256
H: -3.07104 -2.98314 -1.28365
H: 0.75908 -3.67614 0.95625
H: -1.20299 -5.72868 1.77578
C: -3.86687 -0.27280 -3.23377
O: -4.24958 -0.88228 -2.25221
N: -4.11570 1.02956 -3.46511
C: -3.58309 1.69854 -4.63393
C: -4.92657 1.76214 -2.51117
H: -3.25906 -0.74394 -4.02216
H: -2.94095 2.52672 -4.32579
H: -4.39146 2.09083 -5.25764
H: -2.98892 0.99706 -5.20983
H: -4.46143 1.73874 -1.52395
H: -5.91491 1.30816 -2.42627
H: -5.02756 2.79327 -2.84203
C: 2.50325 -3.82676 -5.47473
O: 3.21384 -2.82717 -5.46522
N: 1.78231 -4.27954 -4.45025
C: 0.96456 -5.47525 -4.55453
C: 1.78048 -3.58482 -3.16593
H: 2.40040 -4.45171 -6.38128
H: -0.07950 -5.23405 -4.35439
H: 1.29588 -6.21218 -3.82154
H: 1.04987 -5.89771 -5.55633
H: 1.42225 -2.56309 -3.29456
H: 2.78935 -3.55184 -2.75487
H: 1.11392 -4.11287 -2.48500
C: 0.25467 0.57656 -4.97989
O: -0.82449 0.43050 -5.53353
N: 1.42891 0.12952 -5.44154
C: 2.67169 0.35189 -4.72239
C: 1.45573 -0.60128 -6.69579
H: 0.34696 1.10689 -4.01724
H: 3.36403 0.92574 -5.34344
H: 3.13268 -0.59983 -4.45979
H: 2.47128 0.91025 -3.81010
H: 1.06568 0.02094 -7.50284
H: 0.83220 -1.49264 -6.62459
H: 2.47871 -0.89211 -6.91841
C: 4.31220 -7.33094 -2.62318
O: 3.66564 -6.42324 -2.14661
N: 5.00274 -7.24728 -3.78034
C: 5.76103 -8.35808 -4.30937
C: 4.97157 -5.98757 -4.50758
H: 4.39177 -8.32145 -2.14009
H: 6.81659 -8.09063 -4.40192
H: 5.38557 -8.64205 -5.29552
H: 5.67465 -9.21440 -3.64329
H: 5.36581 -5.18696 -3.88150
H: 3.94720 -5.73529 -4.76805
H: 5.56991 -6.07197 -5.41166
C: 0.39158 4.43157 0.69497
O: 1.03456 5.06002 1.52350
N: 0.29918 3.09801 0.67949
C: -0.48780 2.37096 -0.29982
C: 1.01653 2.35895 1.71012
H: -0.18802 4.92402 -0.10559
H: -1.25414 1.78118 0.20242
H: 0.15113 1.69330 -0.86773
H: -0.96455 3.06984 -0.98650
H: 0.67090 2.68459 2.69158
H: 2.08571 2.56249 1.64741
H: 0.84058 1.29242 1.59562
C: -3.58756 1.00042 3.22367
O: -3.45199 0.12240 4.04955
N: -2.99680 2.21185 3.28904
C: -3.19440 3.21795 2.26956
C: -2.13041 2.50935 4.42157
H: -4.21998 0.87539 2.32612
H: -2.23957 3.48458 1.80804
H: -3.63580 4.11976 2.70206
H: -3.86164 2.83533 1.49871
H: -1.31292 1.79656 4.45185
H: -2.69661 2.42590 5.35218
H: -1.73068 3.51535 4.32337
C: 1.38015 8.51679 5.46737
O: 0.66706 7.64251 5.92531
N: 2.15923 8.38707 4.38045
C: 2.98822 9.47020 3.89942
C: 2.16895 7.11469 3.66615
H: 1.44871 9.51880 5.92850
H: 2.70599 9.73968 2.87949
H: 4.03968 9.17456 3.90385
H: 2.86714 10.34290 4.53876
H: 1.17155 6.87215 3.30844
H: 2.49029 6.31906 4.33834
H: 2.84617 7.16967 2.81926
C: 0.52345 3.35277 6.11219
O: 0.74987 2.54747 5.23158
N: 1.09363 3.34973 7.33109
C: 0.77472 4.34864 8.32939
C: 2.05703 2.30716 7.64099
H: -0.19100 4.18280 5.97431
H: 1.67186 4.90408 8.61078
H: 0.36057 3.87419 9.22212
H: 0.04364 5.04845 7.93068
H: 2.89415 2.34834 6.94349
H: 1.59228 1.32517 7.55034
H: 2.42227 2.44419 8.65585

Cartesian forces (eV/Å) of the 2 atoms listed first:
0.4 -0.2 -0.4
-0.3 -0.9 0.1

Properties
HOMO level	-0.1695	Eh
E_tot	-3488.9945	Ha
charge	-1
LUMO energy	1.946	eV
frontier orbital gap	6.559	eV

***

Entry 2:
Molecular formula: C28H64FN3O8S
Method: DFT, the ωB97M-V functional and the def2-TZVPD basis

Geometry (Å):
C: 5.05795 -0.60081 1.94852
C: 4.24752 0.77149 1.89686
F: 3.96001 1.22077 0.58378
C: 2.97563 0.61886 2.83754
C: 1.59977 0.93309 2.15409
C: 0.73396 1.96375 2.81983
C: -0.64837 2.34246 2.30175
N: -1.55354 3.26245 2.86956
S: -2.86559 3.23012 1.81724
N: -2.43537 2.08516 0.67232
C: -1.15054 1.63570 1.03083
C: -0.29375 0.58644 0.33601
C: 1.04803 0.26083 0.89971
C: 1.87173 -0.85397 0.15740
C: 1.04813 -2.22202 0.05950
C: 1.38279 -3.11016 1.33877
N: 0.88496 -2.49634 2.60386
H: 5.76092 -0.52290 2.83227
H: 5.57226 -0.86296 0.98379
H: 4.36454 -1.46955 2.19747
H: 4.93175 1.54785 2.36433
H: 3.10242 1.36928 3.68203
H: 2.88686 -0.39042 3.33693
H: 1.13588 2.46401 3.73987
H: -0.71088 0.08297 -0.57164
H: 2.20671 -0.49049 -0.86843
H: 2.82396 -1.09009 0.71646
H: 1.22941 -2.76987 -0.90864
H: -0.07631 -2.03704 0.10116
H: 0.86991 -4.11495 1.16325
H: 2.50404 -3.25223 1.43643
H: -0.11547 -2.25047 2.51753
H: 1.00656 -3.19521 3.34650
C: -0.95081 6.81656 1.83762
C: 0.43881 6.65202 1.25412
O: 1.31504 6.07958 2.21826
H: -0.92069 7.45333 2.72506
H: -1.63106 7.26095 1.10739
H: -1.35316 5.85094 2.15155
H: 0.84816 7.62029 0.96145
H: 0.41682 6.00526 0.37079
H: 0.95265 5.21968 2.46567
C: -4.17869 8.72106 2.31847
C: -4.64633 7.46747 1.60456
O: -5.95801 7.65837 1.08506
H: -4.86060 8.97388 3.13334
H: -3.17522 8.58698 2.72732
H: -4.16806 9.57433 1.63430
H: -4.67635 6.62335 2.29559
H: -3.97335 7.21442 0.77904
H: -5.92243 8.39945 0.46942
C: -1.43812 -6.25928 -1.55206
C: -0.14037 -5.51343 -1.79117
O: 0.66353 -5.52919 -0.61453
H: -1.99232 -5.80862 -0.72783
H: -2.06540 -6.24747 -2.44565
H: -1.24139 -7.29894 -1.27387
H: -0.34071 -4.47144 -2.04684
H: 0.42610 -5.96777 -2.61080
H: 0.84525 -6.45168 -0.39969
C: -5.82774 -4.42524 0.95231
C: -4.45839 -4.86015 0.46755
O: -4.57549 -5.63188 -0.72277
H: -6.45975 -5.29525 1.14417
H: -5.74909 -3.83719 1.86954
H: -6.33382 -3.82403 0.19190
H: -3.96544 -5.47758 1.22056
H: -3.82363 -3.99122 0.26327
H: -5.00423 -5.07787 -1.38969
C: 5.43016 1.30246 -2.81940
C: 4.64919 2.58837 -3.00129
O: 3.25141 2.33839 -2.89842
H: 5.13772 0.56649 -3.57151
H: 6.50416 1.48295 -2.90219
H: 5.22134 0.85960 -1.84093
H: 4.84232 3.01620 -3.98627
H: 4.93045 3.32632 -2.24259
H: 3.08597 1.96945 -2.02184
C: -3.50523 -0.19241 4.56982
C: -2.13547 -0.62925 4.08875
O: -2.25235 -1.41041 2.90267
H: -4.13678 -1.06163 4.76791
H: -3.42742 0.40229 5.48255
H: -4.01168 0.40307 3.80473
H: -1.64176 -1.24105 4.84578
H: -1.50167 0.23816 3.87800
H: -2.68066 -0.86161 2.23391
C: -7.40222 -6.14313 -4.62648
C: -6.09994 -5.40163 -4.85785
O: -5.29951 -5.42541 -3.68002
H: -7.95754 -5.69279 -3.80077
H: -8.02653 -6.12533 -5.52241
H: -7.21089 -7.18431 -4.35249
H: -6.29425 -4.35812 -5.10980
H: -5.53353 -5.85512 -5.67738
H: -5.12236 -6.34979 -3.46601
C: 9.77256 1.61888 -4.52654
C: 8.76568 0.56316 -4.94085
O: 7.60860 1.17395 -5.50075
H: 9.33251 2.30162 -3.79616
H: 10.66230 1.16040 -4.08920
H: 10.07546 2.22283 -5.38640
H: 8.44966 -0.02323 -4.07648
H: 9.19769 -0.11804 -5.68117
H: 7.89092 1.68331 -6.26925

Cartesian forces (eV/Å) of the 2 atoms listed first:
-0.7 -0.2 0.1
1.0 -0.8 1.3

Properties
HOMO level	-0.3104	Eh
E_tot	-2369.3082	Ha
energy above the lowest of the compared OMol25 structures with the same formula, charge and spin	0.00	kJ/mol
LUMO energy	-0.913	eV
frontier orbital gap	7.534	eV

***

Entry 3:
Molecular formula: C28H64N6O3P
Method: DFT, the ωB97M-V functional and the def2-TZVPD basis

Geometry (Å):
C: 1.98154 -2.83554 7.36482
C: 1.32301 -2.41840 5.96313
C: 2.37080 -2.94499 4.87507
C: 0.02000 -3.28230 5.80476
C: -1.35658 -2.53535 5.58585
N: -2.16951 -2.66416 6.85854
C: -3.38459 -2.49482 6.66227
O: -4.50022 -2.24775 6.55530
P: -2.35675 -3.47895 4.25228
N: -1.35389 -3.82315 2.86897
O: -2.81500 -5.00528 4.82414
C: -1.28930 -1.00418 5.20904
C: 0.16000 -0.38773 5.08954
C: 0.00248 1.14516 5.52317
C: 0.55233 -0.35614 3.55497
N: 1.17422 -0.95413 6.00413
O: 2.31353 -0.36207 5.77855
H: 2.00400 -3.94741 7.45420
H: 1.33204 -2.35583 8.14787
H: 3.00061 -2.38248 7.42830
H: 2.05089 -2.72562 3.82895
H: 3.39073 -2.58022 5.13772
H: 2.39387 -4.06206 5.02767
H: -0.10047 -3.91745 6.72634
H: 0.17379 -4.01814 4.96633
H: -1.91506 -3.85600 2.01080
H: -0.64944 -3.09172 2.75079
H: -2.92798 -5.01415 5.79168
H: -1.79095 -0.86146 4.20958
H: -1.88612 -0.37138 5.92326
H: 0.03217 1.13359 6.65111
H: 0.89365 1.74775 5.20597
H: -0.96067 1.58718 5.17620
H: 0.29634 0.67007 3.16423
H: 1.63452 -0.50863 3.33406
H: -0.07969 -1.05322 2.93264
C: 0.60322 4.58378 -1.08351
C: 1.64072 3.59042 -0.57736
N: 1.07931 2.28961 -0.25369
C: 1.97010 1.45062 0.53604
C: 3.29525 1.02447 -0.09655
C: 0.36879 1.61206 -1.32921
C: 1.11632 1.37759 -2.64322
H: -0.23704 4.66185 -0.39034
H: 1.05410 5.57427 -1.17682
H: 0.22016 4.30466 -2.06752
H: 2.08154 4.01900 0.32840
H: 2.45396 3.51525 -1.31316
H: 1.42974 0.55505 0.86011
H: 2.19982 1.98681 1.46476
H: 3.14903 0.27849 -0.87890
H: 3.93418 0.56546 0.66240
H: 3.84429 1.86901 -0.51695
H: -0.53271 2.19115 -1.55648
H: -0.01349 0.65420 -0.96298
H: 1.59617 2.28470 -3.01721
H: 0.40995 1.04667 -3.40983
H: 1.87188 0.59735 -2.55105
C: 0.52130 4.18119 -6.36715
C: 1.06362 5.52318 -5.89031
N: 2.16904 5.39532 -4.95550
C: 2.47170 6.62730 -4.23886
C: 2.94593 7.83011 -5.05495
C: 3.32444 4.64340 -5.42508
C: 3.99080 5.09484 -6.72557
H: 0.27182 3.53675 -5.52142
H: -0.38862 4.33586 -6.95107
H: 1.23497 3.65726 -7.00652
H: 0.23997 6.04373 -5.39150
H: 1.33270 6.13297 -6.76439
H: 3.20954 6.41836 -3.45721
H: 1.56863 6.92714 -3.69383
H: 3.96442 7.69472 -5.42122
H: 2.95306 8.72256 -4.42409
H: 2.29337 8.03749 -5.90503
H: 3.01982 3.59863 -5.55063
H: 4.07935 4.60889 -4.63382
H: 3.27234 5.23209 -7.53596
H: 4.70418 4.33339 -7.05237
H: 4.55193 6.02041 -6.59839
C: -3.42418 -6.76455 -0.64725
C: -4.15255 -5.44955 -0.91615
N: -3.29356 -4.41447 -1.47812
C: -3.87903 -3.07842 -1.42263
C: -5.16193 -2.83408 -2.21724
C: -2.61195 -4.74456 -2.72212
C: -3.46658 -5.19615 -3.90732
H: -2.53204 -6.60204 -0.03896
H: -4.08038 -7.44700 -0.10315
H: -3.12933 -7.26292 -1.57318
H: -4.54343 -5.10152 0.04531
H: -5.02523 -5.64611 -1.55437
H: -3.12935 -2.34032 -1.72607
H: -4.08614 -2.84492 -0.37126
H: -4.97277 -2.80008 -3.29087
H: -5.58706 -1.86601 -1.94049
H: -5.92222 -3.59189 -2.01997
H: -1.88769 -5.53845 -2.51053
H: -1.99565 -3.89574 -3.03312
H: -4.16828 -5.98760 -3.63729
H: -2.81829 -5.59390 -4.69281
H: -4.02630 -4.37077 -4.34673

Cartesian forces (eV/Å) of the 2 atoms listed first:
-0.6 1.1 -0.5
1.7 -2.7 1.1

Properties
HOMO level (alpha / beta)	-0.2951 / -0.2952	Eh
E_tot	-2000.7087	Ha
⟨S²⟩	0.7540
LUMO energy (alpha / beta)	0.434 / -0.339	eV
frontier orbital gap (alpha / beta)	8.465 / 7.693	eV
spin multiplicity	2

***

Entry 4:
Molecular formula: C28H64N9O12
Method: DFT, the ωB97M-V functional and the def2-TZVPD basis

Geometry (Å):
O: -0.61553 0.40508 0.29978
C: -0.02573 -0.43607 1.22504
O: 0.90785 -1.15603 0.80293
O: -0.42956 -0.34602 2.39797
H: -0.06109 0.19520 -0.47457
C: -1.47758 3.53862 -0.32078
C: -2.91469 3.09540 -0.22847
O: -3.79710 3.94924 -0.21300
N: -3.16845 1.77292 -0.20010
C: -4.48929 1.22581 -0.04617
H: -0.76197 2.81888 0.06329
H: -1.31210 4.45519 0.24277
H: -1.29957 3.76486 -1.37471
H: -2.35104 1.18172 -0.09238
H: -4.78193 0.69726 -0.96371
H: -5.22320 2.00625 0.12522
H: -4.58267 0.44323 0.70913
C: -2.23115 0.97206 -3.53876
C: -2.00560 -0.11432 -4.57096
O: -2.77410 -1.06225 -4.67766
N: -0.89481 0.02213 -5.30872
C: -0.39380 -0.96081 -6.25790
H: -3.27775 1.02792 -3.25000
H: -1.90824 1.96039 -3.87188
H: -1.68125 0.73056 -2.62644
H: -0.35440 0.85921 -5.18783
H: -1.16134 -1.60919 -6.66062
H: 0.38796 -1.52318 -5.73726
H: 0.08862 -0.42081 -7.07442
C: 1.45722 -3.78353 -2.13147
C: 1.88311 -2.46397 -2.76419
O: 2.24323 -2.37749 -3.92531
N: 1.75975 -1.42027 -1.92137
C: 2.00733 -0.06420 -2.29402
H: 0.36697 -3.86987 -2.13246
H: 1.70776 -3.82614 -1.06868
H: 1.88639 -4.63699 -2.64604
H: 1.39216 -1.57405 -0.97744
H: 2.63393 0.48577 -1.57909
H: 1.09829 0.54465 -2.37810
H: 2.58850 0.06193 -3.20640
C: 2.91278 -1.36039 4.47952
C: 2.63908 0.03525 4.96367
O: 3.43874 0.65874 5.67031
N: 1.53775 0.63210 4.46298
C: 1.06516 1.93263 4.85786
H: 2.80368 -2.06110 5.30454
H: 3.92330 -1.39420 4.08491
H: 2.25183 -1.59039 3.64035
H: 0.99285 0.06997 3.82153
H: 1.38357 2.13997 5.87706
H: -0.02033 1.96007 4.76830
H: 1.46019 2.73871 4.23120
C: -1.97567 -3.45826 1.62374
C: -1.78935 -3.71016 3.08379
O: -2.36484 -4.60350 3.70211
N: -0.95084 -2.85071 3.68464
C: -0.70030 -2.79610 5.11479
H: -1.03274 -3.25020 1.11769
H: -2.73334 -2.68925 1.46704
H: -2.38419 -4.36060 1.16750
H: -0.63656 -2.06768 3.11945
H: 0.06237 -3.50650 5.43096
H: -1.64566 -2.96238 5.63027
H: -0.35104 -1.78045 5.30533
C: -4.11361 -4.84130 -1.06200
C: -3.64938 -3.39694 -1.15488
O: -4.39180 -2.49765 -0.79015
N: -2.41912 -3.16865 -1.67136
C: -1.87006 -1.83918 -1.85438
H: -3.30903 -5.52910 -1.32525
H: -4.97770 -4.95708 -1.71364
H: -4.45673 -5.05019 -0.05084
H: -1.86524 -3.97808 -1.88236
H: -1.11403 -1.63328 -1.08974
H: -2.62490 -1.06495 -1.76084
H: -1.42981 -1.80995 -2.85185
C: -3.88580 -0.33071 3.01796
C: -3.85302 1.18480 3.20578
O: -4.89842 1.80712 3.35318
N: -2.64878 1.76421 3.10995
C: -2.46557 3.20661 3.06465
H: -3.47736 -0.92218 3.83800
H: -3.33888 -0.64265 2.12584
H: -4.93827 -0.56856 2.88186
H: -1.84989 1.19423 2.85914
H: -1.41480 3.48129 3.01524
H: -2.87478 3.65672 3.97013
H: -3.01205 3.58733 2.19875
C: 4.71171 -0.64527 -0.39039
C: 5.55152 -0.46458 -1.62915
O: 6.34305 -1.31512 -2.00249
N: 5.44639 0.75144 -2.21845
C: 6.17627 1.08884 -3.41427
H: 4.38315 0.26451 0.11097
H: 5.33567 -1.15520 0.34338
H: 3.87262 -1.30070 -0.62722
H: 4.94726 1.46379 -1.70343
H: 5.98051 2.12499 -3.68704
H: 5.93850 0.40977 -4.22955
H: 7.25070 1.06861 -3.19961
C: 1.98010 2.60205 0.01794
C: 2.84427 3.44797 -0.87280
O: 3.62379 2.95166 -1.68656
N: 2.68235 4.77557 -0.77170
C: 3.39024 5.72102 -1.61388
H: 1.23374 3.20181 0.53745
H: 2.54548 2.05894 0.78056
H: 1.45107 1.79880 -0.48899
H: 2.05848 5.17551 -0.09471
H: 2.75249 6.52170 -1.98897
H: 3.95605 5.24815 -2.40488
H: 4.10196 6.25921 -0.97420

Cartesian forces (eV/Å) of the 2 atoms listed first:
0.5 -0.2 -0.5
1.2 -0.5 0.9

Properties
HOMO level	-0.2595	Eh
E_tot	-2501.3059	Ha
charge	-1
energy above the lowest of the compared OMol25 structures with the same formula, charge and spin	44.12	kJ/mol
LUMO energy	1.783	eV
frontier orbital gap	8.844	eV

***

> The highest E_tot belongs to which entry?

C28H64N6O3P

***

> What is the E_tot in the fourth record?

-2501.3059 Ha

***

> E_tot of number 1 (C28H64FN10O14P2)?

-3488.9945 Ha

***

> Which of these has the highest E_tot?

C28H64N6O3P